Record 1
{
  "formula": "C12H20N4O3",
  "method": "ωB97M-V with the def2-TZVPD basis set",
  "e_above_lowest_kj_mol": 99.86,
  "e_tot_ev": -24872.2601,
  "smiles": "CC[C@H](C)[C@H](NC(=O)[C@@H](N)Cc1c[nH]cn1)C(=O)O",
  "orbital_gap_ev": 9.61,
  "largest_force_ev_per_a": 4.063,
  "e_homo_ev": -9.1,
  "charge": 0,
  "symbols": ["C", "C", "C", "C", "C", "N", "C", "O", "C", "N", "C", "C", "C", "N", "C", "N", "C", "O", "O", "H", "H", "H", "H", "H", "H", "H", "H", "H", "H", "H", "H", "H", "H", "H", "H", "H", "H", "H", "H"],
  "positions_angstrom": [[1.0173, 2.5770, -3.5339], [0.1851, 1.3480, -3.4699], [-0.2948, 0.9312, -2.0657], [-1.3372, 1.9029, -1.5029], [0.8845, 0.6283, -1.0811], [0.5137, -0.5394, -0.2809], [1.4712, -1.3854, 0.2867], [2.6460, -1.2974, -0.0844], [0.9515, -2.4457, 1.3251], [2.0393, -3.3634, 1.5771], [0.3954, -1.7782, 2.5894], [-1.0601, -1.4586, 2.5168], [-2.0221, -1.8474, 3.3791], [-3.1889, -1.2835, 2.8932], [-2.8486, -0.5737, 1.8133], [-1.5682, -0.6445, 1.5229], [1.2606, 1.8432, -0.2157], [1.7154, 2.8848, -0.5589], [1.1174, 1.5988, 1.1159], [0.5479, 3.4257, -2.9995], [1.1146, 2.9098, -4.5701], [1.9725, 2.5216, -3.0057], [0.8089, 0.5115, -3.8475], [-0.7388, 1.4005, -4.0726], [-0.7757, -0.0340, -2.1757], [-2.2476, 2.0451, -2.1370], [-0.8250, 2.8996, -1.4079], [-1.7494, 1.6321, -0.5006], [1.8318, 0.3278, -1.5417], [-0.2663, -0.3482, 0.2140], [0.2093, -3.0311, 0.7658], [2.3101, -3.7904, 0.6669], [2.8578, -2.8233, 1.8213], [0.5587, -2.4525, 3.4331], [0.9643, -0.8318, 2.7829], [-2.0349, -2.4918, 4.2591], [-4.1303, -1.3650, 3.2306], [-3.6225, -0.0224, 1.2718], [1.3372, 2.4199, 1.5864]],
  "atomic_forces_ev_per_a": [[-0.2360, 1.9533, 0.3327], [-0.2432, -1.5064, 0.4208], [0.2233, -0.0941, -0.0643], [-0.0863, 1.1666, 0.5342], [0.0958, -0.4020, 0.3649], [3.7695, -0.6107, -1.3889], [-0.0607, 1.6841, -1.1945], [-1.1992, -0.5930, 0.7935], [0.7007, 0.3628, -1.6367], [0.3108, -0.7856, -0.3802], [0.4373, 0.4579, 0.0577], [1.0812, 0.1962, -0.2136], [-0.9633, -0.6144, 0.6373], [0.2430, -0.0472, 0.2710], [-0.5795, 0.7054, -1.1017], [-1.1210, -0.2051, 0.8991], [0.1171, -1.0981, 1.4199], [0.2083, 1.0086, -1.0892], [-0.4443, -0.2596, 0.0523], [-0.0841, -0.3109, -0.3408], [0.4120, -0.0982, 0.0954], [0.0612, -0.4036, -0.4663], [-0.5201, 0.2219, -0.0361], [0.5157, 0.1627, -0.0898], [-0.0674, -0.2638, -0.1091], [0.9343, -0.2568, 0.1215], [-0.7821, -0.6980, 0.0606], [0.6062, -0.0084, -0.5703], [-0.2422, 0.3484, -0.5342], [-3.3254, 0.0111, 2.2114], [-0.3106, 0.2972, 0.4307], [-0.3070, 0.3655, 0.9730], [0.2392, 0.1006, 0.1562], [0.0981, 0.0294, -0.0953], [-0.3566, -0.7310, -0.0855], [0.1923, 0.3228, -0.4483], [0.0686, -0.1104, 0.2311], [0.5305, -0.1685, 0.0435], [0.0838, -0.1285, -0.2618]]
}



Record 2
{
  "formula": "C30H60FNO8",
  "method": "ωB97M-V with the def2-TZVPD basis set",
  "e_tot_ev": -52669.8128,
  "smiles": "Cc1cccc2c1C(=O)N(C[C@H](C)F)C2=O.CC(C)O.CC(C)O.CC(C)O.CC(C)O.CC(C)O.CC(C)O",
  "orbital_gap_ev": 8.78,
  "largest_force_ev_per_a": 3.364,
  "e_homo_ev": -9.3,
  "charge": 0,
  "symbols": ["C", "C", "C", "C", "C", "C", "C", "C", "O", "N", "C", "C", "C", "F", "C", "O", "H", "H", "H", "H", "H", "H", "H", "H", "H", "H", "H", "H", "C", "C", "C", "O", "H", "H", "H", "H", "H", "H", "H", "H", "C", "C", "C", "O", "H", "H", "H", "H", "H", "H", "H", "H", "C", "C", "C", "O", "H", "H", "H", "H", "H", "H", "H", "H", "C", "C", "C", "O", "H", "H", "H", "H", "H", "H", "H", "H", "C", "C", "C", "O", "H", "H", "H", "H", "H", "H", "H", "H", "C", "C", "C", "O", "H", "H", "H", "H", "H", "H", "H", "H"],
  "positions_angstrom": [[-1.7149, -2.8977, 2.1023], [-0.1651, -2.9380, 2.0074], [0.6751, -4.0023, 2.5894], [2.1697, -4.0109, 2.4200], [2.8723, -2.9491, 1.6799], [2.0393, -1.8973, 1.1486], [0.5505, -1.8867, 1.3108], [0.0108, -0.5897, 0.6060], [-1.1118, -0.2865, 0.3062], [1.2124, 0.1170, 0.3612], [1.2298, 1.5831, 0.4680], [1.4801, 2.1439, 1.9228], [1.3115, 1.1009, 3.0780], [0.4807, 3.1509, 2.1392], [2.4359, -0.5987, 0.3502], [3.4713, -0.3013, -0.1721], [-2.1383, -2.0451, 1.5042], [-2.0639, -2.9028, 3.1623], [-2.1022, -3.8286, 1.5982], [0.1790, -4.8281, 3.1458], [2.7569, -4.8403, 2.8802], [3.9751, -2.9443, 1.5283], [2.0781, 1.9620, -0.1718], [0.2920, 2.0314, 0.0601], [2.4795, 2.6451, 2.0450], [0.2361, 0.9138, 3.3573], [1.7644, 1.5732, 3.9983], [1.8649, 0.1446, 2.9237], [-3.1297, 2.4765, -3.2438], [-3.3284, 2.9649, -1.8177], [-2.1797, 3.8576, -1.3747], [-3.4259, 1.8437, -0.9416], [-2.2168, 1.8853, -3.3306], [-3.9564, 1.8281, -3.5444], [-3.0695, 3.3131, -3.9436], [-4.2702, 3.5149, -1.7442], [-1.2320, 3.3110, -1.3976], [-2.3286, 4.1919, -0.3456], [-2.0906, 4.7359, -2.0181], [-2.5973, 1.3488, -0.9973], [3.0734, -2.9911, 6.1251], [2.3906, -1.6347, 6.0366], [1.4258, -1.4251, 7.1934], [1.6829, -1.5384, 4.8029], [2.3380, -3.8004, 6.0782], [3.7548, -3.1324, 5.2831], [3.6401, -3.0886, 7.0537], [3.1439, -0.8435, 6.0388], [0.6354, -2.1821, 7.1825], [0.9352, -0.4530, 7.1116], [1.9432, -1.4757, 8.1540], [1.0129, -2.2333, 4.7864], [-6.6473, -0.1317, -3.4449], [-7.6617, 0.2067, -2.3644], [-8.0179, 1.6854, -2.3846], [-7.1282, -0.1369, -1.0875], [-5.7175, 0.4233, -3.2911], [-6.3914, -1.1930, -3.4130], [-7.0339, 0.1043, -4.4392], [-8.5651, -0.3904, -2.5083], [-7.1328, 2.3008, -2.1965], [-8.7383, 1.9167, -1.5971], [-8.4464, 1.9760, -3.3467], [-6.3270, 0.3859, -0.9488], [5.9046, 3.4706, 1.7819], [5.7110, 3.9813, 3.2014], [6.8646, 4.8742, 3.6316], [5.6085, 2.8728, 4.0943], [6.8166, 2.8713, 1.7032], [5.0746, 2.8226, 1.4912], [5.9688, 4.2970, 1.0705], [4.7730, 4.5373, 3.2666], [7.8096, 4.3227, 3.6169], [6.7172, 5.2238, 4.6555], [6.9580, 5.7426, 2.9759], [6.4330, 2.3744, 4.0441], [1.3582, 1.2636, -6.1703], [0.0040, 0.9738, -5.5417], [-1.0072, 0.5285, -6.5870], [-0.4767, 2.1452, -4.8834], [1.2812, 2.0714, -6.9044], [2.0707, 1.5921, -5.4107], [1.7609, 0.3784, -6.6674], [0.1114, 0.1974, -4.7805], [-1.1637, 1.3116, -7.3350], [-1.9770, 0.3340, -6.1237], [-0.6753, -0.3786, -7.0967], [-0.5758, 2.8395, -5.5463], [0.7655, -4.0043, -2.7318], [-0.4491, -4.8210, -2.3175], [-1.6683, -4.4622, -3.1533], [-0.7306, -4.5873, -0.9395], [0.5827, -2.9347, -2.5872], [1.6300, -4.2643, -2.1169], [1.0183, -4.1759, -3.7806], [-0.2303, -5.8857, -2.4259], [-1.9324, -3.4081, -3.0231], [-2.5347, -5.0474, -2.8381], [-1.4885, -4.6477, -4.2146], [-0.9253, -3.6476, -0.8317]],
  "atomic_forces_ev_per_a": [[0.3926, -0.6844, -0.7123], [1.9306, 0.4567, -0.3222], [1.8623, 1.4686, -1.2274], [-1.9996, 1.3840, -0.5393], [-2.6131, 0.0300, 0.1652], [-1.3073, -1.0207, 0.4332], [1.5652, -1.1927, 0.1535], [2.1235, -2.3035, 1.2241], [0.4387, 0.4521, 0.1311], [-0.3014, 2.2845, -0.5793], [0.9312, 1.0518, -0.8507], [-0.8338, -0.7023, 0.7318], [0.3629, 0.7851, 0.7146], [0.9482, -0.5603, -0.2391], [-1.7902, -2.3434, 1.4869], [-0.3354, 0.3831, 0.4194], [0.5262, -0.6797, 0.9422], [0.2335, 0.1487, -0.8586], [0.3120, 0.7471, 0.6314], [0.5367, 0.6888, -0.4906], [-0.6425, 0.8072, -0.4612], [-1.0824, -0.0465, 0.2080], [-0.9354, -0.4835, 0.4616], [0.6469, -0.5360, 0.4698], [-0.9933, -0.3937, -0.4264], [1.0036, 0.0385, -0.7196], [-0.4363, -0.5172, -0.8870], [-0.5598, 0.7707, 0.0245], [-0.2785, -0.0972, -0.0261], [0.5873, -0.2539, -0.1902], [-0.0716, 0.2142, 0.2033], [-0.3438, 0.0071, 0.0742], [0.0377, 0.1918, 0.0356], [-0.0461, 0.1217, 0.0152], [0.0544, -0.0611, -0.0129], [-0.0213, -0.1376, 0.1565], [-0.0457, -0.0164, -0.1655], [-0.0449, 0.0084, -0.0633], [0.0479, -0.0377, 0.0155], [-0.0729, 0.0001, 0.1146], [0.2636, -0.0218, -0.0816], [-0.4248, -0.5406, 0.1594], [-0.0205, 0.2509, 0.0988], [0.1186, 0.2890, -0.0929], [-0.0525, 0.0708, 0.1033], [0.0023, 0.0663, 0.0542], [-0.0314, -0.0355, -0.0303], [-0.0970, 0.0253, -0.1839], [0.1131, -0.0841, 0.0033], [0.0895, -0.0138, 0.0073], [-0.0536, -0.0157, -0.0171], [0.1023, 0.0220, -0.0521], [0.0011, -0.2343, -0.1748], [0.5809, 0.4357, 0.0336], [-0.2506, 0.0870, 0.0391], [-0.2019, -0.1843, 0.0772], [-0.0977, 0.0911, 0.0205], [-0.0849, 0.0326, -0.0046], [0.0424, 0.0039, 0.0179], [0.0668, -0.0543, 0.1863], [0.0499, -0.0832, -0.1049], [-0.0088, -0.0592, -0.0657], [0.0304, 0.0273, 0.0321], [-0.0440, -0.0549, -0.0302], [-0.2336, -0.0052, -0.1453], [0.6730, -0.2519, -0.1735], [-0.0603, 0.2117, 0.1637], [-0.3371, 0.0240, 0.1455], [0.0460, 0.1139, 0.0485], [0.0078, 0.0685, 0.0040], [0.0218, -0.0538, -0.0022], [-0.0275, -0.1648, 0.1474], [-0.0416, -0.0173, -0.1365], [-0.0555, 0.0154, -0.0720], [0.0383, -0.0338, 0.0259], [-0.0743, 0.0696, -0.0235], [0.2262, -0.0639, 0.1594], [0.0172, 0.3857, -0.6376], [-0.1960, -0.1831, 0.0901], [0.1212, -0.1169, 0.2289], [-0.0972, -0.0927, -0.0542], [-0.0417, -0.0829, -0.0036], [0.0020, 0.0560, -0.0125], [-0.0702, 0.1685, 0.1128], [0.1394, -0.0190, -0.0115], [0.0730, -0.0414, 0.0174], [-0.0268, 0.0464, -0.0174], [0.0221, -0.0866, 0.0446], [0.2517, -0.1267, 0.0239], [-0.1191, 0.7089, -0.1258], [-0.1713, -0.1916, -0.0596], [0.0005, -0.2868, 0.1931], [-0.1108, -0.0230, -0.0789], [-0.0449, -0.0456, -0.0448], [0.0011, 0.0485, 0.0304], [-0.0360, 0.0261, 0.2087], [0.1293, 0.0139, -0.0379], [0.0761, -0.0274, -0.0330], [-0.0271, 0.0378, 0.0261], [0.0450, -0.0731, -0.0363]]
}